(1)
20
Properties=species:S:1:pos:R:3 method="wB97M-V/def2-TZVPD" gap_ha=0.2222 max_force_ev_per_a=1.6 lumo_energy_ev=2.82 homo_energy_ev=-3.23 charge=-1
N -2.4305 -0.7381 2.4601
P -2.0783 -0.3636 0.9829
C -0.4003 0.2950 0.8028
O 0.6584 -0.4624 1.4026
C 1.8263 0.1509 1.0076
O 2.8995 -0.1921 1.4027
C 1.4936 1.2626 0.0072
C 0.1575 0.7485 -0.5516
C 0.3608 -0.3667 -1.6057
F -0.6173 -0.2292 -2.5227
F 0.2299 -1.5743 -1.0661
F 1.5021 -0.2593 -2.1983
H -2.7151 -1.7020 2.5663
H -2.2375 -1.4123 0.0634
H -2.8328 0.7200 0.4964
H -0.4463 1.2142 1.4128
H 1.3212 2.1859 0.5707
H 2.2971 1.4437 -0.6997
H -0.5410 1.4711 -0.9758
F 1.5526 -2.1919 -3.5556

(2)
55
Properties=species:S:1:pos:R:3 method="wB97M-V/def2-TZVPD" de_lowest_kj_mol=0.0 gap_ha=0.3389 max_force_ev_per_a=0.5 lumo_energy_ev=0.74 smiles=CN(C)[C@@H](CNC1CC(C)(C)NC(C)(C)C1)c1cccc(F)c1 homo_energy_ev=-8.48
C -3.5098 -2.5221 0.8275
N -2.7027 -2.3043 -0.3584
C -2.2252 -3.5718 -0.8732
C -1.6316 -1.3469 -0.0820
C -0.7429 -1.1281 -1.3380
N 0.1729 -0.0147 -1.3051
C 1.5054 -0.2106 -0.7659
C 2.3846 0.9342 -1.2725
C 3.8445 0.8151 -0.8196
C 4.5496 2.1584 -1.0652
C 4.5858 -0.2594 -1.6379
N 3.8763 0.6071 0.6186
C 3.0409 -0.3868 1.2683
C 3.0748 -0.0494 2.7680
C 3.5299 -1.8394 1.1042
C 1.5984 -0.2411 0.7641
C -2.2419 -0.0204 0.2959
C -1.8353 0.6751 1.4275
C -2.3778 1.9128 1.7318
C -3.3416 2.4753 0.9149
C -3.7461 1.7670 -0.2030
F -4.6946 2.3007 -1.0037
C -3.2132 0.5367 -0.5286
H -4.3480 -3.1678 0.5706
H -2.9405 -2.9943 1.6446
H -3.9020 -1.5719 1.1844
H -3.0720 -4.2514 -0.9550
H -1.4687 -4.0387 -0.2223
H -1.8051 -3.4383 -1.8669
H -0.9988 -1.7065 0.7525
H -0.1541 -2.0254 -1.5346
H -1.4231 -0.9692 -2.1825
H -0.2630 0.8124 -0.9140
H 1.8632 -1.1599 -1.1780
H 2.3374 0.9696 -2.3606
H 1.9746 1.8687 -0.8850
H 4.1187 2.9231 -0.4249
H 4.4391 2.4629 -2.1023
H 5.6101 2.0775 -0.8373
H 5.5673 -0.4485 -1.2063
H 4.0394 -1.1961 -1.6713
H 4.7227 0.0859 -2.6598
H 4.8346 0.5192 0.9375
H 2.8250 0.9979 2.9153
H 2.3648 -0.6633 3.3165
H 4.0687 -0.2248 3.1735
H 3.3710 -2.2115 0.0973
H 2.9967 -2.4907 1.7935
H 4.5931 -1.9032 1.3294
H 1.0064 -1.0646 1.1656
H 1.1901 0.6984 1.1436
H -1.0922 0.2445 2.0820
H -2.0494 2.4414 2.6140
H -3.7800 3.4361 1.1325
H -3.5589 0.0044 -1.3994

(3)
68
Properties=species:S:1:pos:R:3 method="wB97M-V/def2-TZVPD" de_lowest_kj_mol=22.9 gap_ha=0.3177 max_force_ev_per_a=1.4 lumo_energy_ev=0.22 homo_energy_ev=-8.42
C -3.3831 1.8906 3.4426
H -4.3779 2.3252 3.4807
H -3.1399 1.4895 4.4238
C -2.3737 2.9583 3.0402
N -1.0209 2.4164 3.0374
C -0.1012 2.9598 3.8885
O -0.3737 3.8886 4.6237
C 1.2802 2.3970 3.8489
C 1.5373 1.0493 4.0598
C 2.8256 0.5571 4.1055
C 3.8911 1.4232 3.9302
C 3.6541 2.7741 3.7279
C 2.3590 3.2622 3.6995
H 2.1680 4.3155 3.5613
H 4.4835 3.4531 3.6005
H 4.9024 1.0469 3.9609
H 2.9684 -0.4992 4.2793
S 0.1298 -0.0794 4.2783
O 0.6864 -1.4253 4.3894
C -0.2234 0.1762 2.5120
C 0.0201 -0.8419 1.6136
C -0.2413 -0.6557 0.2687
C -0.7551 0.5630 -0.1663
C -1.0147 1.5747 0.7517
C -0.7418 1.4013 2.1029
H -1.4273 2.5004 0.3814
C -1.1027 0.8421 -1.5957
O -2.0208 1.5795 -1.9000
N -0.3089 0.2370 -2.5058
H 0.4545 -0.3419 -2.1967
C -0.5202 0.3702 -3.9275
H -1.2135 1.2031 -4.0643
H 0.4299 0.6149 -4.4095
C -1.1411 -0.8911 -4.5710
N -0.3859 -2.1203 -4.4720
C 0.9787 -2.0616 -4.9628
H 1.4147 -3.0529 -4.8254
C 1.0805 -1.7060 -6.4514
C 0.3090 -2.7122 -7.2996
H 0.7762 -3.6928 -7.2385
H -0.7156 -2.7936 -6.9477
H 0.2980 -2.4037 -8.3424
C 2.5491 -1.6685 -6.8687
H 3.0148 -2.6396 -6.7133
H 2.6357 -1.4123 -7.9218
H 3.0987 -0.9282 -6.2907
H 0.6568 -0.7101 -6.6135
H 1.5987 -1.3501 -4.3849
C -0.5288 -2.8286 -3.2084
H -1.1683 -2.2532 -2.5323
C -1.1781 -4.2167 -3.3776
C -2.5620 -4.0801 -4.0048
H -2.4775 -3.6146 -4.9829
H -3.0246 -5.0571 -4.1220
H -3.2099 -3.4671 -3.3819
C -0.3122 -5.1585 -4.2076
H -0.7691 -6.1446 -4.2542
H -0.2134 -4.7775 -5.2192
H 0.6779 -5.2642 -3.7681
H -1.2864 -4.6401 -2.3715
H 0.4470 -2.9540 -2.7188
H -2.1195 -1.0640 -4.1198
H -1.3031 -0.6661 -5.6287
H -0.0776 -1.4705 -0.4206
H 0.4037 -1.7767 1.9954
H -2.6187 3.3560 2.0524
H -2.3747 3.7780 3.7614
H -3.3883 1.0751 2.7221

(4)
8
Properties=species:S:1:pos:R:3 method="wB97M-V/def2-TZVPD" de_lowest_kj_mol=11.4 gap_ha=0.4212 max_force_ev_per_a=0.5 lumo_energy_ev=1.30 smiles=N.N homo_energy_ev=-10.16
N -4.8372 0.2350 -3.7135
H -4.5919 1.1535 -4.0965
H -4.3446 -0.4645 -4.2781
H -4.4397 0.1898 -2.7698
N -2.0094 2.7798 4.8505
H -1.3130 2.8430 5.5999
H -2.5425 3.6551 4.8646
H -1.4934 2.7595 3.9651

(5)
14
Properties=species:S:1:pos:R:3 method="wB97M-V/def2-TZVPD" de_lowest_kj_mol=198.7 gap_ha=0.3838 max_force_ev_per_a=0.6 lumo_energy_ev=0.95 smiles=O[C@@]12CC[C@@H]1C2 homo_energy_ev=-9.49
O -0.5834 -2.0070 0.1602
C -0.3224 -0.6459 0.1589
C 0.8385 0.0059 0.9077
C 1.1828 0.7846 -0.3957
C -0.1117 0.2506 -1.0580
C -1.3453 0.3824 -0.1891
H -1.2101 -2.1853 0.8717
H 1.5821 -0.7300 1.2268
H 0.5550 0.6724 1.7347
H 2.0991 0.3548 -0.8358
H 1.3279 1.8704 -0.3266
H -0.2061 0.0903 -2.1318
H -2.2556 -0.0819 -0.5787
H -1.5508 1.2386 0.4557

(6)
16
Properties=species:S:1:pos:R:3 method="wB97M-V/def2-TZVPD" de_lowest_kj_mol=617.8 gap_ha=0.3452 max_force_ev_per_a=6.2 lumo_energy_ev=0.13 homo_energy_ev=-9.26
C 0.1844 1.1107 -0.2543
C 0.6660 0.0188 0.7436
C -0.7346 -0.5723 0.8053
C -0.9122 0.0770 -0.5689
H 1.1935 1.7323 -2.1869
H 2.5063 0.8690 -1.0580
H -0.2952 2.0385 0.0314
H 0.8233 0.3028 1.7205
H 0.7889 -1.9100 0.7046
H -0.9038 -1.6770 0.7220
H -1.9433 0.3536 -0.6109
H 0.0820 -1.5162 -1.3378
N 1.3363 1.6291 -1.0646
O 1.5053 -1.0141 0.1149
O -0.5749 -0.8860 -1.5406
F -1.5856 -0.0225 1.8355